The following is a quantum chemistry calculation of a 9-piece molecular cluster, C36H60F6O27 overall, from the Open Molecules 2025 dataset.

Geometry as ORCA input:
```
! RIJCOSX wB97M-V def2-TZVPD def2/J DEFGRID3
* xyz 0 1
O -18.600 -15.018 -2.258
C -17.911 -14.123 -2.569
O -16.735 -14.218 -3.231
C -16.137 -12.929 -3.336
C -17.184 -12.000 -2.837
F -17.832 -11.417 -3.875
O -18.033 -12.829 -2.136
H -15.247 -12.975 -2.754
H -15.916 -12.672 -4.384
H -16.819 -11.216 -2.139
O -14.917 -11.766 -0.405
C -15.182 -11.963 0.725
O -15.077 -13.134 1.428
C -15.630 -12.892 2.746
C -15.675 -11.291 2.862
F -14.615 -10.787 3.545
O -15.686 -10.909 1.525
H -16.616 -13.315 2.813
H -15.002 -13.349 3.515
H -16.643 -11.059 3.308
O -12.319 -17.277 0.616
C -13.111 -17.737 1.387
O -12.831 -18.261 2.593
C -13.987 -19.029 2.934
C -15.163 -18.567 2.053
F -15.967 -17.699 2.765
O -14.440 -17.950 1.035
H -13.741 -20.079 2.814
H -14.168 -18.959 3.985
H -15.875 -19.362 1.702
O -16.178 -21.431 2.957
C -17.355 -21.242 2.954
O -17.967 -20.221 3.516
C -19.379 -20.480 3.664
C -19.566 -21.482 2.541
F -20.035 -20.926 1.416
O -18.295 -21.956 2.285
H -19.581 -20.745 4.723
H -19.891 -19.538 3.428
H -20.164 -22.348 2.821
O -18.425 -12.171 2.219
C -19.274 -11.610 1.587
O -20.453 -11.238 2.117
C -21.383 -10.931 1.078
C -20.406 -10.716 -0.119
F -20.232 -9.403 -0.391
O -19.250 -11.326 0.318
H -22.033 -11.770 0.953
H -21.930 -10.047 1.312
H -20.529 -11.152 -1.076
O -19.086 -16.508 4.309
C -18.833 -16.282 3.189
O -18.103 -15.265 2.693
C -17.778 -15.527 1.343
C -18.726 -16.639 0.902
F -18.197 -17.700 0.261
O -19.180 -17.199 2.175
H -17.806 -14.521 0.822
H -16.779 -15.957 1.227
H -19.570 -16.415 0.264
C -13.136 -15.438 5.669
O -14.338 -15.410 6.433
C -15.446 -15.904 5.744
C -16.593 -16.346 6.635
O -16.245 -17.612 7.200
C -17.207 -18.165 8.012
C -18.184 -18.981 7.186
O -19.229 -19.539 8.100
C -19.950 -20.525 7.429
H -12.278 -15.343 6.326
H -13.088 -14.644 4.931
H -12.974 -16.396 5.103
H -15.081 -16.757 5.177
H -15.776 -15.087 5.117
H -17.539 -16.472 6.051
H -16.758 -15.671 7.490
H -17.856 -17.321 8.454
H -16.703 -18.812 8.773
H -17.653 -19.811 6.666
H -18.653 -18.396 6.345
H -20.962 -20.658 7.859
H -19.458 -21.541 7.422
H -20.191 -20.170 6.356
C -19.157 -25.102 4.099
O -20.314 -24.262 4.090
C -21.029 -24.133 5.335
C -22.352 -23.468 5.096
O -22.129 -22.168 4.705
C -23.280 -21.633 4.127
C -22.931 -20.452 3.280
O -22.426 -19.462 4.120
C -22.292 -18.239 3.406
H -18.608 -25.011 3.130
H -19.557 -26.104 4.236
H -18.522 -24.661 4.911
H -20.428 -23.505 5.980
H -20.989 -25.134 5.783
H -22.900 -23.471 6.009
H -22.856 -24.010 4.350
H -24.018 -21.401 4.852
H -23.716 -22.379 3.401
H -23.782 -20.042 2.805
H -22.242 -20.752 2.506
H -21.741 -18.451 2.485
H -21.640 -17.585 4.008
H -23.254 -17.856 3.102
C -26.241 -18.557 1.078
O -25.070 -17.824 0.782
C -24.324 -18.212 -0.413
C -23.128 -17.307 -0.423
O -23.501 -15.957 -0.638
C -22.655 -15.203 -1.518
C -21.715 -14.247 -0.747
O -20.969 -14.806 0.311
C -21.669 -14.674 1.587
H -26.957 -18.617 0.276
H -26.706 -18.091 1.922
H -25.861 -19.560 1.278
H -24.975 -18.086 -1.298
H -23.976 -19.235 -0.280
H -22.405 -17.620 -1.162
H -22.605 -17.359 0.531
H -23.218 -14.596 -2.246
H -22.063 -15.897 -2.051
H -22.317 -13.323 -0.561
H -20.952 -13.982 -1.460
H -21.508 -13.590 1.883
H -21.142 -15.415 2.236
H -22.739 -14.905 1.437
*
```

As for the SMILES: O=C1OC[C@@H](F)O1.O=C1OC[C@@H](F)O1.O=C1OC[C@@H](F)O1.O=C1OC[C@@H](F)O1.O=C1OC[C@@H](F)O1.O=C1OC[C@@H](F)O1.COCCOCCOC.COCCOCCOC.COCCOCCOC.

Löwdin population analysis, charges in e, atoms 1 to 2: 0.193, -0.531

***

The following is a quantum chemistry calculation of a 4-piece molecular cluster, C3H6N2O2 overall, from the Open Molecules 2025 dataset.

Geometry as ORCA input:
```
! RIJCOSX wB97M-V def2-TZVPD def2/J DEFGRID3
* xyz 0 1
C -1.843 -0.112 -0.820
O -0.750 -0.087 -1.444
C 1.027 0.315 -0.549
N 1.806 0.414 -1.480
N 0.648 0.353 0.660
C 1.411 -0.162 1.717
O 0.951 -0.376 2.805
H -1.597 -0.022 0.677
H -2.376 -1.069 -0.683
H -2.492 0.781 -0.800
H 1.503 0.117 -2.400
H -0.760 0.173 0.859
H 2.472 -0.324 1.458
*
```

The value obtained for the energy relative to the best compared isomer or geometry (same formula, charge and spin) is 5.399 eV.

natural (NBO) population analysis, charges in e, atoms 1 to 2: 0.130, -0.675

***

The following is a quantum chemistry calculation of C27H24N6PbSe2 as an isolated structure, from the Open Molecules 2025 dataset.

Geometry as ORCA input:
```
! RIJCOSX wB97M-V def2-TZVPD def2/J DEFGRID3
* xyz 0 1
Pb 0.607 2.327 -0.047
C 1.060 -0.449 3.791
C 1.174 1.034 3.569
C 0.028 1.828 3.520
C 0.115 3.197 3.312
C 1.359 3.799 3.150
C 2.505 3.021 3.202
C 2.410 1.650 3.407
H 0.382 -0.897 3.063
H 0.668 -0.662 4.788
H 2.030 -0.939 3.696
H -0.942 1.357 3.635
H -0.786 3.797 3.271
H 1.433 4.864 2.973
H 3.477 3.478 3.067
H 3.311 1.049 3.437
Se 3.589 -1.154 -0.845
Se 3.622 -1.505 -3.107
C 1.902 -0.738 -3.497
C 1.694 -0.335 -4.905
C 0.604 0.339 -5.261
C -0.401 0.719 -4.222
C -0.167 0.080 -2.810
N 1.055 -0.634 -2.572
C 2.596 -2.720 -0.305
C 2.644 -3.072 1.040
C 1.892 -4.162 1.443
C 1.148 -4.854 0.500
C 1.189 -4.423 -0.814
N 1.899 -3.368 -1.215
H 2.431 -0.636 -5.639
H 0.416 0.592 -6.297
H -1.426 0.681 -4.589
H -1.014 -0.455 -2.382
H 3.253 -2.514 1.739
H 1.893 -4.471 2.480
H 0.544 -5.707 0.774
H 0.615 -4.928 -1.584
N -0.132 1.989 -3.510
C 0.054 1.513 -2.307
H -0.067 2.945 -3.840
C -1.639 3.015 -0.048
C -2.599 1.889 0.047
C -3.061 1.226 -1.094
C -3.870 0.103 -1.003
C -4.256 -0.381 0.239
C -3.837 0.285 1.381
C -3.022 1.403 1.285
H -1.738 3.712 0.784
H -1.762 3.570 -0.982
H -2.779 1.604 -2.072
H -4.189 -0.409 -1.902
H -4.870 -1.269 0.312
H -4.139 -0.074 2.358
H -2.695 1.910 2.187
N -1.704 -2.949 -1.892
C -1.306 -2.507 -0.897
N -0.846 -2.070 0.262
C -0.401 -0.876 0.361
N 0.048 0.184 0.565
*
```

The value obtained for the energy relative to the best compared isomer or geometry (same formula, charge and spin) is 2.047 eV.

natural (NBO) population analysis, charges in e, atoms 1 to 2: 1.086, -0.655

***

The following is a quantum chemistry calculation of a 9-piece molecular cluster, C27H75FO35P8 overall, from the Open Molecules 2025 dataset.

Geometry as ORCA input:
```
! RIJCOSX wB97M-V def2-TZVPD def2/J DEFGRID3
* xyz 0 1
O 15.881 -9.855 13.370
C 14.706 -10.089 13.656
O 14.284 -11.296 14.053
C 12.834 -11.305 14.091
C 12.506 -9.787 14.215
F 12.508 -9.382 15.481
O 13.658 -9.201 13.687
H 12.459 -11.657 13.130
H 12.393 -11.883 14.904
H 11.628 -9.382 13.711
C 18.146 -1.150 16.784
O 18.238 -2.255 15.958
P 18.541 -3.663 16.611
O 20.005 -3.852 16.891
O 17.935 -4.771 15.604
C 16.573 -4.677 15.171
O 17.563 -3.650 17.867
C 17.519 -4.705 18.849
H 18.545 -0.277 16.267
H 18.766 -1.158 17.680
H 17.089 -0.962 16.969
H 16.351 -4.866 14.121
H 16.240 -3.640 15.128
H 15.943 -5.278 15.826
H 17.347 -4.428 19.889
H 18.375 -5.380 18.873
H 16.721 -5.377 18.533
C 14.753 -14.847 6.714
O 13.337 -14.675 6.474
P 12.407 -13.903 7.619
O 12.993 -12.814 8.474
O 11.097 -13.458 6.752
C 11.248 -12.361 5.899
O 11.855 -15.135 8.523
C 11.124 -16.199 7.904
H 15.337 -14.295 5.979
H 15.110 -15.877 6.717
H 15.036 -14.436 7.683
H 12.131 -11.771 6.144
H 10.429 -11.650 6.008
H 11.278 -12.808 4.905
H 11.369 -16.342 6.852
H 10.054 -16.267 8.100
H 11.499 -17.050 8.473
C 22.863 -15.858 13.476
O 21.441 -15.795 13.330
P 20.557 -17.211 13.357
O 20.696 -18.035 14.581
O 19.056 -16.598 13.136
C 18.720 -15.549 12.287
O 20.938 -18.008 11.932
C 21.896 -19.025 12.043
H 23.302 -14.981 13.951
H 23.306 -15.880 12.480
H 23.090 -16.821 13.934
H 17.675 -15.656 11.998
H 19.361 -15.593 11.407
H 18.780 -14.591 12.804
H 22.625 -18.904 11.242
H 21.462 -20.017 11.916
H 22.494 -19.014 12.954
C 11.559 -3.635 17.252
O 12.061 -3.712 15.916
P 11.189 -3.348 14.570
O 10.304 -4.458 14.100
O 10.363 -2.023 15.056
C 11.008 -0.808 15.384
O 12.381 -2.768 13.615
C 12.303 -2.994 12.216
H 11.944 -4.332 17.996
H 10.487 -3.831 17.224
H 11.770 -2.626 17.605
H 11.008 -0.133 14.528
H 12.001 -0.946 15.811
H 10.413 -0.428 16.215
H 11.446 -3.606 11.939
H 13.243 -3.501 12.000
H 12.289 -2.111 11.577
C 8.043 -13.913 12.461
O 7.718 -13.062 13.495
P 7.075 -11.662 13.132
O 5.686 -11.674 12.637
O 7.288 -10.863 14.585
C 6.446 -9.752 14.918
O 8.084 -10.977 12.084
C 7.772 -9.737 11.474
H 9.087 -14.184 12.614
H 8.106 -13.462 11.471
H 7.381 -14.773 12.357
H 7.099 -8.879 14.912
H 6.021 -9.861 15.916
H 5.628 -9.499 14.243
H 6.737 -9.508 11.220
H 8.115 -9.786 10.441
H 8.192 -8.863 11.972
C 13.496 -17.848 13.367
O 13.122 -19.094 12.947
P 14.214 -20.264 13.083
O 13.767 -21.647 12.753
O 15.512 -19.765 12.265
C 15.446 -19.790 10.857
O 14.550 -20.130 14.647
C 15.377 -21.047 15.391
H 12.881 -17.448 14.174
H 13.553 -17.125 12.553
H 14.515 -17.708 13.728
H 15.057 -18.859 10.445
H 14.987 -20.718 10.519
H 16.452 -19.977 10.481
H 14.824 -21.153 16.325
H 16.440 -20.885 15.574
H 15.259 -22.037 14.951
C 16.038 -16.058 18.486
O 15.422 -14.794 18.331
P 14.068 -14.411 19.181
O 13.990 -14.773 20.641
O 13.971 -12.788 18.966
C 14.718 -11.794 19.745
O 12.854 -14.877 18.298
C 11.516 -14.703 18.701
H 15.441 -16.774 17.922
H 16.042 -16.243 19.560
H 17.065 -16.015 18.124
H 15.500 -11.307 19.162
H 15.142 -12.041 20.718
H 14.024 -10.981 19.962
H 11.093 -14.403 17.742
H 11.354 -13.837 19.343
H 10.895 -15.518 19.073
C 22.720 -10.468 12.946
O 22.600 -9.354 13.762
P 23.188 -9.213 15.315
O 23.319 -7.840 15.828
O 24.590 -10.049 15.164
C 25.299 -10.398 16.325
O 22.228 -10.241 16.124
C 20.781 -10.064 16.073
H 23.619 -11.059 13.120
H 22.932 -10.085 11.948
H 21.853 -11.128 12.911
H 25.172 -9.624 17.081
H 26.355 -10.479 16.065
H 25.011 -11.410 16.610
H 20.194 -10.983 16.102
H 20.459 -9.487 15.206
H 20.530 -9.501 16.971
*
```

As for the SMILES: O=C1OC[C@@H](F)O1.COP(=O)(OC)OC.COP(=O)(OC)OC.COP(=O)(OC)OC.COP(=O)(OC)OC.COP(=O)(OC)OC.COP(=O)(OC)OC.COP(=O)(OC)OC.COP(=O)(OC)OC.

Löwdin population analysis, charges in e, atoms 1 to 2: 0.127, -0.503

***

The following is a quantum chemistry calculation of a 9-piece molecular cluster, C37H67Cl2N2O27S overall, from the Open Molecules 2025 dataset.

Geometry as ORCA input:
```
! RIJCOSX wB97M-V def2-TZVPD def2/J DEFGRID3
* xyz 1 1
C -2.629 -2.004 3.025
C -2.829 -2.816 1.618
Cl -4.567 -3.457 1.536
C -2.359 -1.975 0.269
Cl -3.696 -0.809 -0.364
C -0.879 -1.286 0.385
C 0.402 -2.200 -0.182
N 1.816 -1.667 -0.121
S 3.147 -2.703 -0.694
C 4.155 -3.097 0.879
O 2.583 -4.061 -1.257
O 4.023 -1.950 -1.728
C 2.236 -0.298 0.391
C 1.047 0.694 0.982
C -0.515 0.186 1.000
C -1.686 1.143 1.631
C -1.107 1.844 3.017
O -1.504 1.272 4.182
N -0.160 3.022 3.070
C -0.804 4.318 2.630
C 0.547 3.150 4.401
H -1.728 -1.258 3.052
H -3.665 -1.544 3.314
H -2.390 -2.829 3.855
H -2.118 -3.776 1.645
H -2.267 -2.803 -0.586
H 0.172 -3.263 -0.623
H 5.300 -3.212 0.667
H 3.993 -2.182 1.626
H 3.659 -4.024 1.408
H 3.380 0.008 0.368
H 1.415 1.753 1.373
H -1.852 2.037 0.867
H -2.673 0.586 1.921
H -1.054 4.259 1.486
H -1.803 4.496 3.214
H -0.034 5.214 2.803
H 1.278 2.231 4.522
H -0.176 3.213 5.333
H 1.244 4.116 4.482
C 10.268 -4.353 3.126
O 9.063 -4.182 2.381
C 8.666 -5.286 1.700
O 9.241 -6.363 1.682
O 7.518 -4.984 1.042
C 6.980 -6.060 0.277
H 10.491 -3.409 3.630
H 10.143 -5.130 3.888
H 11.102 -4.594 2.459
H 6.724 -6.905 0.925
H 7.683 -6.369 -0.504
H 6.064 -5.707 -0.206
C -4.787 3.945 -0.720
O -5.031 5.155 -1.434
C -4.067 6.098 -1.281
O -3.055 5.986 -0.606
O -4.424 7.187 -2.007
C -3.496 8.268 -1.940
H -5.620 3.264 -0.915
H -3.864 3.470 -1.070
H -4.742 4.135 0.357
H -2.522 7.966 -2.338
H -3.399 8.630 -0.911
H -3.882 9.084 -2.557
C -5.681 11.385 -7.873
O -6.251 10.661 -6.784
C -5.726 9.424 -6.601
O -4.842 8.913 -7.271
O -6.355 8.853 -5.543
C -5.901 7.537 -5.230
H -6.175 12.359 -7.927
H -4.611 11.551 -7.708
H -5.852 10.859 -8.818
H -4.840 7.549 -4.960
H -6.080 6.857 -6.070
H -6.471 7.178 -4.369
C 11.289 -8.568 -4.568
O 11.838 -8.557 -3.251
C 11.080 -7.902 -2.336
O 10.013 -7.349 -2.552
O 11.715 -7.969 -1.138
C 11.027 -7.317 -0.072
H 11.977 -9.117 -5.216
H 10.322 -9.081 -4.579
H 11.193 -7.548 -4.954
H 10.049 -7.780 0.097
H 10.920 -6.248 -0.279
H 11.624 -7.434 0.836
C -7.994 5.906 2.099
O -7.888 5.579 3.483
C -6.904 4.690 3.772
O -6.141 4.177 2.968
O -6.915 4.471 5.111
C -5.925 3.549 5.564
H -8.812 6.623 1.983
H -7.072 6.375 1.741
H -8.231 5.015 1.508
H -4.920 3.924 5.344
H -6.080 2.564 5.112
H -6.026 3.450 6.648
C 4.897 -1.135 8.535
O 4.189 -0.355 7.574
C 3.090 -0.965 7.061
O 2.687 -2.080 7.351
O 2.518 -0.118 6.168
C 1.343 -0.630 5.543
H 5.755 -0.551 8.879
H 4.261 -1.354 9.400
H 5.269 -2.060 8.083
H 0.565 -0.828 6.288
H 1.573 -1.535 4.972
H 0.970 0.129 4.850
C -7.186 3.509 -8.813
O -6.697 2.457 -7.983
C -6.357 2.848 -6.729
O -6.438 3.982 -6.284
O -5.911 1.758 -6.055
C -5.516 2.021 -4.710
H -7.427 3.083 -9.791
H -8.100 3.940 -8.391
H -6.421 4.279 -8.951
H -6.363 2.393 -4.124
H -4.684 2.732 -4.684
H -5.178 1.080 -4.267
C 2.130 -6.724 -1.788
O 0.915 -7.414 -2.077
C 0.408 -8.113 -1.031
O 0.896 -8.188 0.086
O -0.737 -8.715 -1.443
C -1.386 -9.491 -0.438
H 2.445 -6.199 -2.695
H 1.974 -5.982 -0.998
H 2.918 -7.430 -1.508
H -1.683 -8.860 0.406
H -0.738 -10.308 -0.104
H -2.288 -9.925 -0.877
*
```

Löwdin population analysis, charges in e, atoms 1 to 2: -0.136, -0.687

***

no.,F_max (Eh/bohr),calculated total energy (eV),HOMO energy (eV)
1,0.06246,-109887.1574,-9.4062
2,0.01218,-10279.3987,-10.2286
3,0.00364,-173265.8658,-7.3906
4,0.07393,-177919.2314,-10.1727
5,0.15705,-133578.7216,-11.8964